1.
# C4H10NO2

C4H10NO2 as an isolated structure at a distorted geometry (ωB97M-V/def2-TZVPD, the Open Molecules 2025 dataset).

```
17
Properties=species:S:1:pos:R:3:forces:R:3:lowdin_spin:R:1
C 1.29491 0.15942 -0.49278 1.6 -0.7 2.8 0.1054
C -0.08641 0.29821 0.24564 1.2 -1.5 -3.8 0.0655
C -0.44401 -0.92965 0.81464 -3.3 1.2 -0.6 0.0340
O -3.36005 -0.34989 0.65472 -0.2 -0.2 0.0 0.0020
N 1.42127 -1.05549 -1.32560 -1.1 1.5 0.5 0.1401
C 0.30293 -0.59425 -1.97692 -0.6 -1.5 -1.8 0.4876
O 1.40671 2.02477 1.82722 0.2 0.1 0.4 0.0065
H 1.90583 0.01089 0.44569 0.5 0.4 -0.8 0.0444
H 1.61007 1.12126 -0.91752 -0.2 0.0 -0.1 0.0016
H -0.58104 1.25476 0.18279 -0.5 -0.2 0.9 0.0046
H 0.14145 -0.00383 1.41886 0.7 -0.8 2.5 0.0072
H -3.92417 -0.41772 -0.12899 0.1 0.0 0.2 -0.0002
H -1.48601 -1.07513 1.16503 0.3 0.9 0.2 0.0023
H -0.06186 -1.87319 0.44215 1.6 0.5 0.3 0.0063
H 0.44574 -0.03274 -2.90654 -0.3 0.4 -0.3 0.0455
H -0.74014 -0.91705 -1.78948 0.3 0.0 0.0 0.0475
H 2.15477 2.37962 2.34107 -0.4 -0.2 -0.3 -0.0004
```
Positions in Å, forces in eV/Å.

Max |F| in eV/A: 4.268
E_LUMO (alpha / beta) in eV: 7.144 / 7.002
Spin multiplicity: 2
HOMO-LUMO gap (alpha / beta) in eV: 5.93 / 6.57
Energy in eV: -9884.047
Energy above the lowest of the compared OMol25 structures with the same formula, charge and spin in eV: 5.458
Net charge: -2



2.
# C2H7NO2

A 2-piece molecular cluster, C2H7NO2 overall at a distorted geometry (ωB97M-V/def2-TZVPD, the Open Molecules 2025 dataset).

```
12
Properties=species:S:1:pos:R:3:forces:R:3:lowdin_charge:R:1
C 0.00000 0.00000 0.00000 -0.3 -0.3 -0.2 -0.0780
N -0.47673 0.42926 -1.33157 -0.3 0.0 0.7 -0.0471
C 0.23955 1.22211 -2.17576 0.4 -0.6 0.2 -0.3833
O 1.42828 1.46549 -2.02548 -1.1 0.1 -0.1 0.0037
H -0.82705 -0.60924 0.40179 0.5 0.2 0.0 0.0815
H 0.18387 0.84161 0.68883 -0.1 -0.2 -0.5 0.0858
H 0.90826 -0.62436 -0.04295 -0.4 0.3 -0.2 0.0869
H -1.45566 0.19891 -1.51910 0.8 0.5 -0.2 0.1216
H -0.37892 1.55620 -3.04385 0.4 0.0 0.3 0.1283
O -0.97585 -2.82337 -2.53428 -0.4 0.8 -0.8 -0.0900
H -0.38182 -2.32009 -3.13601 -0.6 -0.5 0.6 0.0466
H -1.88309 -2.53433 -2.78253 1.0 -0.3 0.2 0.0440
```
Positions in Å, forces in eV/Å.

Max |F| in eV/A: 1.234
E_LUMO in eV: 0.465
Spin multiplicity: 1
HOMO-LUMO gap in eV: 10.36
Energy in eV: -7772.509
Energy above the lowest of the compared OMol25 structures with the same formula, charge and spin in eV: 1.017



3.
# C3H5Cl2FO

One molecule with the formula C3H5Cl2FO at a distorted geometry (ωB97M-V/def2-TZVPD, the Open Molecules 2025 dataset).

```
12
Properties=species:S:1:pos:R:3:forces:R:3:lowdin_charge:R:1
C -1.82546 0.40195 -0.37965 1.1 2.0 2.2 -0.1161
O -0.48857 0.92116 -0.30312 2.9 -1.9 -0.2 -0.2662
C 0.81651 -0.18294 -0.49532 -3.6 4.6 -1.4 -0.9227
F 0.29824 -1.25425 -0.95900 -0.2 -1.7 -1.3 0.0801
Cl 1.80780 0.77220 -1.60720 -0.1 -0.6 0.0 0.7481
C 1.42807 -0.24242 0.79097 1.0 -2.6 2.6 -0.5188
Cl 0.66468 -1.57568 1.77565 -0.3 0.4 0.0 0.5832
H -1.99804 -0.20453 0.51232 -0.2 -0.6 -0.4 0.0683
H -1.92966 -0.08814 -1.31564 -0.9 -0.3 -0.7 0.0669
H -2.40276 1.36218 -0.14491 0.3 -1.4 -1.1 0.1172
H 2.46557 -0.58541 0.90565 -0.2 0.9 -0.8 0.0875
H 1.16360 0.67588 1.22026 0.3 1.3 1.0 0.0726
```
Positions in Å, forces in eV/Å.

Max |F| in eV/A: 6.027
E_LUMO in eV: 0.794
Spin multiplicity: 1
HOMO-LUMO gap in eV: 10.90
Energy in eV: -32999.910
Energy above the lowest of the compared OMol25 structures with the same formula, charge and spin in eV: 1.723



4.
# C5H10O2

C5H10O2 as an isolated structure (ωB97M-V/def2-TZVPD, the Open Molecules 2025 dataset).

```
17
Properties=species:S:1:pos:R:3:forces:R:3:lowdin_charge:R:1
C -1.95517 -0.36021 -0.89817 0.0 -0.1 0.0 -0.0932
C -0.98628 0.64532 -0.34083 0.2 0.0 0.0 -0.1302
O -1.08574 -0.30227 2.66286 0.0 0.0 0.1 -0.0605
C 0.32563 0.43806 -0.27932 -0.5 0.0 -0.1 -0.3350
C 1.30595 -0.64058 -0.67047 0.0 -0.1 0.0 -0.0596
C 2.34307 0.38154 -0.17698 0.3 -0.1 0.0 -0.1352
O 1.28922 1.30065 0.19772 -0.1 0.1 0.1 -0.0208
H -2.80140 -0.50842 -0.21906 0.1 0.0 -0.1 0.0748
H -2.36071 -0.03491 -1.86379 0.0 0.0 0.1 0.0735
H -1.47778 -1.33507 -1.04718 0.0 0.2 0.0 0.0762
H -1.36573 1.60566 0.00495 0.1 -0.1 0.0 0.1200
H -0.77639 0.54077 3.00436 0.0 0.0 0.2 0.0356
H -0.95978 -0.20165 1.71134 0.0 0.0 -0.1 -0.0179
H 1.24580 -1.56243 -0.08660 0.0 0.1 -0.1 0.1191
H 1.33629 -0.87781 -1.73660 0.0 0.0 0.2 0.1171
H 2.97891 0.81883 -0.95147 -0.1 -0.1 0.1 0.1176
H 2.94412 0.09253 0.68921 -0.1 0.0 -0.1 0.1184
```
Positions in Å, forces in eV/Å.

Max |F| in eV/A: 0.520
E_LUMO in eV: 0.908
Spin multiplicity: 1
HOMO-LUMO gap in eV: 9.59
Energy in eV: -9440.674
Energy above the lowest of the compared OMol25 structures with the same formula, charge and spin in eV: 2.369



5.
# C21H27ClF5NORhS2

C21H27ClF5NORhS2 as an isolated structure at a distorted geometry (ωB97M-V/def2-TZVPD, the Open Molecules 2025 dataset).

```
59
Properties=species:S:1:pos:R:3:forces:R:3:lowdin_spin:R:1
Rh -0.25852 -0.22730 0.07506 0.2 0.3 1.3 2.4438
F -3.33683 -4.89006 -3.45196 0.2 0.1 0.3 0.0167
C -2.73921 -4.32021 -2.41112 0.1 0.1 0.1 0.0508
C -1.42049 -3.87192 -2.52845 0.0 0.0 0.1 -0.0069
F -0.76655 -4.03975 -3.67467 -0.1 0.1 0.2 -0.0057
C -0.82120 -3.23975 -1.45167 0.0 0.4 0.1 0.0474
F 0.40676 -2.71044 -1.56275 -0.3 -0.5 -0.3 0.0197
C -1.49367 -3.05618 -0.23404 -0.1 -0.3 -0.4 0.0686
S -0.69161 -2.28544 1.10197 0.0 0.3 0.0 0.5599
C -2.80708 -3.53375 -0.13725 0.2 0.1 0.0 0.0444
F -3.48091 -3.35062 1.00038 0.0 -0.1 -0.3 0.0149
C -3.43412 -4.14399 -1.21364 0.0 0.0 0.0 -0.0061
F -4.69951 -4.54874 -1.11156 0.2 0.0 0.0 -0.0052
C 1.24090 5.19297 0.63073 -0.1 0.0 0.3 -0.0001
C 1.14766 4.14026 1.72909 0.1 0.1 -0.2 0.0002
C 2.22978 3.08711 1.55816 -0.3 0.1 -0.4 0.0011
S 1.98477 2.22807 -0.07115 0.9 0.9 0.4 0.0091
O 1.80064 0.77612 0.27469 -0.5 -1.3 0.1 0.0915
C 3.69949 2.31804 -0.74644 -0.5 -0.2 -0.1 0.0052
C 4.65881 1.30913 -0.13845 0.0 0.0 0.3 0.0006
C 5.17432 1.69044 1.24555 0.0 -0.2 -0.1 0.0001
H 0.50831 5.97988 0.78662 -0.1 0.1 -0.1 0.0000
H 1.07902 4.75072 -0.34964 0.0 0.1 -0.2 -0.0001
H 2.22514 5.65528 0.63659 0.1 0.1 0.0 0.0000
H 0.16789 3.65725 1.72718 0.0 0.0 0.1 0.0001
H 1.26580 4.62016 2.70145 0.0 -0.1 0.1 0.0000
H 2.16816 2.31929 2.32529 0.1 -0.2 -0.1 0.0000
H 3.20982 3.55425 1.57305 0.1 -0.1 0.0 0.0002
H 4.02517 3.34782 -0.60985 0.0 0.1 0.0 0.0007
H 3.58010 2.12225 -1.81251 -0.1 0.1 0.0 0.0000
H 5.50591 1.21303 -0.81983 -0.1 0.0 -0.1 0.0000
H 4.16055 0.33783 -0.09527 0.1 0.0 -0.1 0.0002
H 5.50340 2.72883 1.27067 0.0 0.1 0.0 0.0000
H 6.02923 1.07161 1.50656 0.0 -0.1 0.1 0.0000
H 4.41303 1.53962 2.00557 0.0 0.0 0.1 0.0001
C -3.46906 4.16754 0.82177 -0.2 0.6 0.4 0.0000
N -3.15218 3.02997 -0.05598 -0.3 0.0 -0.3 0.0005
C -1.82358 3.21418 -0.66512 0.8 0.0 -0.5 0.0035
C -3.25629 1.70661 0.65703 0.1 -0.8 0.5 0.0054
C -2.34270 1.62495 1.85098 0.1 0.0 -0.1 0.0350
C -2.75104 2.14052 3.08196 0.0 -0.1 -0.1 0.0101
C -1.89805 2.11548 4.16764 -0.1 0.1 0.2 0.0000
C -0.64480 1.54086 4.04574 0.1 -0.1 -0.1 0.0099
C -0.25798 0.97644 2.84097 -0.1 0.1 0.0 0.0407
C -1.08777 1.02747 1.72583 0.2 -0.5 -0.6 0.2241
H -3.46153 5.09436 0.25309 0.0 -0.1 -0.1 0.0000
H -2.72026 4.22719 1.60874 0.0 -0.1 -0.1 0.0000
H -4.44866 4.04052 1.27375 0.0 -0.1 0.0 0.0000
H -3.84015 3.00203 -0.81488 0.1 0.0 0.2 0.0003
H -1.06325 3.09557 0.10571 -0.2 0.1 0.0 0.0028
H -1.74938 4.20658 -1.10311 -0.1 0.0 0.0 0.0000
H -1.64910 2.45151 -1.42702 -0.2 0.2 0.2 0.0019
H -2.97368 0.92943 -0.06251 -0.2 0.3 0.0 0.0018
H -4.29710 1.56938 0.95678 0.0 0.2 -0.1 -0.0002
H -3.74789 2.54205 3.19765 -0.1 0.1 0.0 0.0019
H -2.21739 2.52233 5.11480 0.0 0.0 0.1 0.0001
H 0.02612 1.51436 4.88839 0.1 0.0 0.2 0.0012
H 0.70306 0.48099 2.77696 0.1 0.0 0.0 0.0071
Cl -1.00486 0.23524 -2.00102 -0.2 -0.1 -0.7 0.3025
```
Positions in Å, forces in eV/Å.

Max |F| in eV/A: 1.401
E_LUMO (alpha / beta) in eV: -2.503 / -5.240
Spin multiplicity: 5
HOMO-LUMO gap (alpha / beta) in eV: 7.91 / 6.23
Energy in eV: -76531.789
Energy above the lowest of the compared OMol25 structures with the same formula, charge and spin in eV: 0.754
Net charge: +1



6.
# C4H4ClIO2

A 3-piece molecular cluster, C4H4ClIO2 overall at a distorted geometry (ωB97M-V/def2-TZVPD, the Open Molecules 2025 dataset).

```
12
Properties=species:S:1:pos:R:3:forces:R:3:lowdin_charge:R:1
C 0.00432 -0.00484 0.95036 0.7 -0.7 0.6 -0.2802
C 1.66167 -1.84106 -1.27804 -0.2 -0.5 0.0 -0.1080
C -2.33254 0.20238 0.17907 0.2 0.1 0.0 -0.1072
C -0.88198 0.57983 0.20420 -0.6 0.7 -0.6 -0.7201
O 0.76594 -0.58750 1.60921 -0.2 0.2 -0.1 0.1289
O 1.87004 -2.77065 -0.67345 0.0 0.2 -0.1 0.0117
Cl -0.37511 1.96656 -0.73488 0.0 -0.2 0.1 0.6404
I 3.76005 0.33637 -0.11055 0.3 -0.4 0.4 0.5489
H -2.93910 0.98177 0.64107 0.0 0.0 0.0 0.0780
H -2.47292 -0.72570 0.72759 -0.1 -0.1 0.0 0.0839
H -2.66950 0.06478 -0.84768 0.0 -0.1 0.0 0.0768
H 3.60914 1.79806 -0.66690 -0.1 0.7 -0.3 -0.3530
```
Positions in Å, forces in eV/Å.

Max |F| in eV/A: 1.173
E_LUMO in eV: 0.290
Spin multiplicity: 1
HOMO-LUMO gap in eV: 9.18
Energy in eV: -28929.137
Energy above the lowest of the compared OMol25 structures with the same formula, charge and spin in eV: 0.000